DFT (ωB97M-V/def2-TZVPD) results for C6H14O in the gas phase.

Geometry as XYZ:
```
21
C6H14O, DFT ωB97M-V/def2-TZVPD
C -1.00 1.72 -0.20
C 0.04 1.02 0.67
C 1.17 1.97 1.06
C 0.62 -0.22 -0.01
C -0.42 -1.26 -0.38
C 0.15 -2.53 -1.04
O -1.24 -1.53 0.75
H -1.41 2.60 0.32
H -1.84 1.07 -0.45
H -0.55 2.07 -1.14
H -0.46 0.67 1.59
H 0.78 2.85 1.58
H 1.70 2.32 0.16
H 1.90 1.48 1.71
H 1.40 -0.66 0.63
H 1.11 0.06 -0.95
H -1.04 -0.80 -1.17
H -0.07 -3.47 -0.52
H 1.23 -2.50 -1.21
H -0.36 -2.53 -2.00
H -1.71 -2.34 0.57
```

Its orbital gap is 11.08 eV. For the HOMO energy, the calculation gives -0.3718 hartree. The energy above the lowest of the compared OMol25 structures with the same formula, charge and spin comes out at 39.2 kJ/mol. The strongest force on any atom is 0.79 eV Å⁻¹. Its SMILES is CC(C)C[C@@H](C)O.

DFT (ωB97M-V/def2-TZVPD) results for a 2-piece molecular cluster, C3H12N2S overall in a non-equilibrium geometry.

Geometry as XYZ:
```
18
C3H12N2S, DFT ωB97M-V/def2-TZVPD
C 2.11 -1.90 -0.29
C 2.97 -0.64 -0.42
S 2.04 0.86 0.18
H 2.61 -2.59 0.40
H 1.18 -1.69 0.23
H 1.91 -2.38 -1.24
H 3.27 -0.41 -1.43
H 3.83 -0.67 0.24
H 3.09 1.49 0.71
N -2.55 -0.25 -0.32
C -1.96 0.93 0.32
N -2.92 1.93 0.79
H -2.30 -0.31 -1.29
H -3.56 -0.22 -0.25
H -1.35 1.45 -0.43
H -1.34 0.65 1.17
H -3.46 1.56 1.57
H -3.56 2.20 0.06
```

Its orbital gap is 9.78 eV. For the HOMO energy, the calculation gives -0.3254 hartree. The energy above the lowest of the compared OMol25 structures with the same formula, charge and spin comes out at 33.8 kJ/mol. The strongest force on any atom is 1.10 eV Å⁻¹. Its SMILES is CCS.NCN.

DFT (ωB97M-V/def2-TZVPD) results for C2H4N2O2 as an isolated structure in a non-equilibrium geometry.

Geometry as XYZ:
```
10
C2H4N2O2, DFT ωB97M-V/def2-TZVPD
C 1.07 0.35 -0.41
C 0.73 -0.58 0.65
N -0.01 -0.59 -0.51
N -1.72 0.21 -0.38
O -2.37 -0.27 0.55
O -1.91 0.97 -1.22
H 0.80 1.43 -0.19
H 1.83 0.12 -1.02
H 1.21 -1.55 0.90
H 0.38 -0.10 1.62
```

Its orbital gap is 9.67 eV. For the HOMO energy, the calculation gives -0.3604 hartree. The energy above the lowest of the compared OMol25 structures with the same formula, charge and spin comes out at 708.7 kJ/mol. The strongest force on any atom is 5.70 eV Å⁻¹.

DFT (ωB97M-V/def2-TZVPD) results for C3H6ClPS2 in the gas phase in a non-equilibrium geometry.

Geometry as XYZ:
```
13
C3H6ClPS2, DFT ωB97M-V/def2-TZVPD
C 0.75 0.87 -1.72
C 1.40 0.25 -0.74
C 0.98 -1.09 -0.14
S 0.31 -0.73 1.49
P -1.40 0.48 0.82
S -2.75 0.69 2.37
Cl -2.65 -0.69 -0.15
H 0.05 0.25 -2.35
H 0.90 1.91 -2.02
H 2.09 0.67 -0.14
H 1.93 -1.82 0.02
H 0.19 -1.61 -0.64
H -1.78 0.82 3.19
```

Its orbital gap is 8.95 eV. For the HOMO energy, the calculation gives -0.3120 hartree. The energy above the lowest of the compared OMol25 structures with the same formula, charge and spin comes out at 131.6 kJ/mol. The strongest force on any atom is 3.38 eV Å⁻¹. Its SMILES is C=CCSP(S)Cl.

DFT (ωB97M-V/def2-TZVPD) results for C29H26F5N5O4Tb as an isolated structure in a non-equilibrium geometry.

Geometry as XYZ:
```
70
C29H26F5N5O4Tb, DFT ωB97M-V/def2-TZVPD
Tb 0.60 -0.56 0.45
C 4.29 -0.28 -2.66
O 3.66 -1.60 -2.80
C 2.66 -1.60 -1.94
N 2.47 -0.58 -1.19
C 3.52 0.40 -1.51
C 2.94 1.75 -1.87
C 3.66 2.91 -1.61
C 3.18 4.14 -2.01
C 1.95 4.24 -2.64
C 1.21 3.09 -2.89
C 1.71 1.85 -2.51
C 1.74 -2.77 -1.90
C 2.03 -4.03 -2.38
C 1.04 -5.00 -2.21
C -0.17 -4.68 -1.61
C -0.35 -3.37 -1.18
N 0.60 -2.45 -1.31
C -1.60 -2.86 -0.56
N -1.76 -1.66 -0.14
C -3.19 -1.57 0.26
C -3.65 -3.04 0.24
O -2.61 -3.71 -0.52
C -3.44 -0.90 1.59
C -2.55 0.00 2.16
C -2.82 0.62 3.37
C -4.01 0.35 4.03
C -4.92 -0.54 3.47
C -4.63 -1.16 2.27
H 4.16 0.22 -3.62
H 5.34 -0.44 -2.46
H 4.15 0.51 -0.62
H 4.62 2.84 -1.10
H 3.76 5.03 -1.81
H 1.57 5.20 -2.95
H 0.25 3.15 -3.38
H 1.13 0.96 -2.74
H 2.97 -4.25 -2.85
H 1.22 -6.01 -2.55
H -0.95 -5.41 -1.48
H -3.70 -0.99 -0.52
H -4.59 -3.22 -0.28
H -3.66 -3.48 1.23
H -1.64 0.26 1.64
H -2.11 1.31 3.79
H -4.22 0.83 4.98
H -5.84 -0.76 3.98
H -5.36 -1.85 1.85
C -1.41 4.57 0.57
C -0.86 3.20 0.32
N -1.42 2.32 -0.43
O -2.62 2.81 -0.96
C 0.45 2.83 0.92
C 1.41 3.89 1.34
N 0.68 1.58 1.01
O 1.86 1.02 1.35
H -2.49 4.54 0.69
H -1.20 5.21 -0.29
H -0.95 5.01 1.45
H -2.95 2.09 -1.50
H 1.38 4.74 0.66
H 2.42 3.48 1.36
H 1.18 4.26 2.34
F 0.53 -1.40 2.80
C 0.70 -2.48 1.89
F 2.08 -2.27 1.52
C 0.66 -3.77 2.69
F 1.51 -3.80 3.72
F 0.97 -4.79 1.88
F -0.57 -3.96 3.16
```

Its orbital gap (alpha / beta) is 7.78 / 7.82 eV. For the HOMO energy (alpha / beta), the calculation gives -0.4155 / -0.4161 hartree. Its multiplicity is 7. The strongest force on any atom is 1.10 eV Å⁻¹. Its total charge is +1.

What did the third record say?
DFT (ωB97M-V/def2-TZVPD) results for C2H4N2O2 as an isolated structure in a non-equilibrium geometry.

Geometry as XYZ:
```
10
C2H4N2O2, DFT ωB97M-V/def2-TZVPD
C 1.07 0.35 -0.41
C 0.73 -0.58 0.65
N -0.01 -0.59 -0.51
N -1.72 0.21 -0.38
O -2.37 -0.27 0.55
O -1.91 0.97 -1.22
H 0.80 1.43 -0.19
H 1.83 0.12 -1.02
H 1.21 -1.55 0.90
H 0.38 -0.10 1.62
```

Its orbital gap is 9.67 eV. For the HOMO energy, the calculation gives -0.3604 hartree. The energy above the lowest of the compared OMol25 structures with the same formula, charge and spin comes out at 708.7 kJ/mol. The strongest force on any atom is 5.70 eV Å⁻¹.

> What is the strongest force on any atom in the second record?

1.10 eV Å⁻¹

What did the fifth record say?
DFT (ωB97M-V/def2-TZVPD) results for C29H26F5N5O4Tb as an isolated structure in a non-equilibrium geometry.

Geometry as XYZ:
```
70
C29H26F5N5O4Tb, DFT ωB97M-V/def2-TZVPD
Tb 0.60 -0.56 0.45
C 4.29 -0.28 -2.66
O 3.66 -1.60 -2.80
C 2.66 -1.60 -1.94
N 2.47 -0.58 -1.19
C 3.52 0.40 -1.51
C 2.94 1.75 -1.87
C 3.66 2.91 -1.61
C 3.18 4.14 -2.01
C 1.95 4.24 -2.64
C 1.21 3.09 -2.89
C 1.71 1.85 -2.51
C 1.74 -2.77 -1.90
C 2.03 -4.03 -2.38
C 1.04 -5.00 -2.21
C -0.17 -4.68 -1.61
C -0.35 -3.37 -1.18
N 0.60 -2.45 -1.31
C -1.60 -2.86 -0.56
N -1.76 -1.66 -0.14
C -3.19 -1.57 0.26
C -3.65 -3.04 0.24
O -2.61 -3.71 -0.52
C -3.44 -0.90 1.59
C -2.55 0.00 2.16
C -2.82 0.62 3.37
C -4.01 0.35 4.03
C -4.92 -0.54 3.47
C -4.63 -1.16 2.27
H 4.16 0.22 -3.62
H 5.34 -0.44 -2.46
H 4.15 0.51 -0.62
H 4.62 2.84 -1.10
H 3.76 5.03 -1.81
H 1.57 5.20 -2.95
H 0.25 3.15 -3.38
H 1.13 0.96 -2.74
H 2.97 -4.25 -2.85
H 1.22 -6.01 -2.55
H -0.95 -5.41 -1.48
H -3.70 -0.99 -0.52
H -4.59 -3.22 -0.28
H -3.66 -3.48 1.23
H -1.64 0.26 1.64
H -2.11 1.31 3.79
H -4.22 0.83 4.98
H -5.84 -0.76 3.98
H -5.36 -1.85 1.85
C -1.41 4.57 0.57
C -0.86 3.20 0.32
N -1.42 2.32 -0.43
O -2.62 2.81 -0.96
C 0.45 2.83 0.92
C 1.41 3.89 1.34
N 0.68 1.58 1.01
O 1.86 1.02 1.35
H -2.49 4.54 0.69
H -1.20 5.21 -0.29
H -0.95 5.01 1.45
H -2.95 2.09 -1.50
H 1.38 4.74 0.66
H 2.42 3.48 1.36
H 1.18 4.26 2.34
F 0.53 -1.40 2.80
C 0.70 -2.48 1.89
F 2.08 -2.27 1.52
C 0.66 -3.77 2.69
F 1.51 -3.80 3.72
F 0.97 -4.79 1.88
F -0.57 -3.96 3.16
```

Its orbital gap (alpha / beta) is 7.78 / 7.82 eV. For the HOMO energy (alpha / beta), the calculation gives -0.4155 / -0.4161 hartree. Its multiplicity is 7. The strongest force on any atom is 1.10 eV Å⁻¹. Its total charge is +1.

> Look up the strongest force on any atom of the third one.

5.70 eV Å⁻¹